ORCA calculation (ωB97M-V with the def2-TZVPD basis set) on a single C5H7N3 molecule at a distorted geometry.

Each line ends with the natural charge from an NBO analysis.
Element x y z (Å)
N  1.79186  0.80012  -0.35037  -0.3032
N  1.09774  -1.38313  0.08388  -0.4813
N  0.51910  0.76850  0.16538  -0.1851
C  -0.71177  1.39955  -0.05812  -0.2067
C  2.07014  -0.50542  -0.15040  0.1599
C  -1.35584  0.02637  0.43454  -0.2162
C  -2.50691  -0.70700  -0.37709  -0.6342
C  0.06976  -0.47316  0.39138  0.3439
H  -3.47556  -0.30470  -0.16082  0.2199
H  -2.53891  -1.84090  -0.30339  0.2394
H  -0.85846  2.16941  0.70564  0.2042
H  -2.58898  -0.38676  -1.44021  0.2132
H  3.13212  -1.00071  -0.10566  0.2047
H  -1.77886  0.07419  1.57659  0.2235
H  -1.14454  1.54896  -1.00618  0.2180

Cartesian forces (eV/Å) of the 2 atoms listed first:
-0.10 -1.20 1.84
-3.63 1.58 2.23

Results
ΔE to the lowest compared entry with this formula, charge and spin: 378.9 kJ/mol
orbital gap: 0.37276 hartree